[1]
{
  "formula": "C12H19AgN3O7S2",
  "method": "ωB97M-V with the def2-TZVPD basis set",
  "elements": ["Ag", "S", "S", "O", "O", "O", "O", "O", "O", "O", "N", "N", "N", "C", "C", "C", "C", "C", "C", "C", "C", "C", "C", "C", "C", "H", "H", "H", "H", "H", "H", "H", "H", "H", "H", "H", "H", "H", "H", "H", "H", "H", "H", "H"],
  "positions_angstrom": [[2.037, -1.183, 0.134], [-1.125, 1.545, -2.820], [2.786, -1.386, 2.588], [-0.849, 0.551, -3.845], [2.128, -2.624, 2.023], [-1.469, 2.872, -3.288], [-2.050, 1.041, -1.781], [3.888, -1.016, 1.623], [1.765, -0.286, 2.525], [3.290, -1.604, 3.929], [-0.455, -1.238, -0.008], [3.672, 1.789, 0.708], [-2.847, -0.798, 0.579], [1.428, 0.799, -2.046], [-2.086, 0.502, 0.605], [0.401, 1.720, -1.918], [-0.876, -2.197, 1.017], [-0.599, 0.129, 0.533], [-2.772, -1.372, -0.809], [0.518, 2.735, -0.966], [2.597, 1.796, -0.158], [-2.242, -1.755, 1.576], [-1.284, -1.386, -1.205], [1.588, 2.766, -0.093], [2.522, 0.847, -1.184], [-1.093, -0.547, -1.878], [-3.224, -2.363, -0.770], [-2.134, -1.208, 2.511], [-0.095, 0.151, 1.501], [-2.385, 1.069, -0.281], [3.393, 0.219, -1.357], [3.976, 0.849, 0.970], [-0.107, 0.835, -0.131], [-3.345, -0.724, -1.472], [-2.349, 1.036, 1.516], [-0.118, -2.250, 1.803], [-3.818, -0.625, 0.819], [-0.270, 3.476, -0.903], [1.364, 0.052, -2.827], [3.508, 2.333, 1.541], [-2.937, -2.582, 1.719], [-0.942, -3.184, 0.557], [1.647, 3.531, 0.674], [-1.039, -2.318, -1.713]],
  "forces_ev_per_angstrom": [[-0.365, -0.031, -0.872], [0.598, 0.998, -0.565], [-0.135, -0.105, 0.522], [-0.215, -0.071, 0.134], [0.041, 0.120, 0.110], [-0.121, -0.215, 0.068], [-0.316, 1.352, -2.400], [0.118, 0.118, 0.002], [0.110, -0.097, 0.119], [0.027, 0.012, 0.018], [0.128, -0.059, 0.099], [-0.220, 0.179, -0.167], [0.095, -0.103, 0.130], [-0.055, 0.064, -0.111], [-0.163, 0.115, 1.110], [0.087, 0.304, -0.237], [0.016, 0.034, 0.020], [-0.163, 0.006, 0.173], [-0.050, -0.086, -0.078], [0.119, 0.085, -0.200], [0.279, 0.092, 0.312], [-0.047, 0.011, -0.044], [0.310, -0.352, -0.154], [-0.124, 0.181, 0.018], [0.188, -0.236, -0.320], [0.042, -1.083, 0.365], [0.026, -0.061, 0.068], [-0.036, 0.018, -0.021], [-0.022, -0.007, -0.011], [-0.058, -0.133, 0.969], [-0.018, -0.049, -0.041], [0.005, -0.172, 0.116], [-0.186, -0.428, 0.410], [0.078, -0.054, 0.092], [0.009, -0.215, 0.279], [-0.018, 0.045, -0.003], [0.037, 0.011, -0.020], [0.014, 0.014, 0.038], [0.030, 0.002, 0.018], [-0.014, -0.028, 0.039], [-0.014, -0.033, -0.024], [-0.012, 0.000, -0.016], [-0.015, -0.011, -0.039], [0.007, -0.132, 0.093]],
  "nbo_charge": [0.90, 2.44, 2.53, -1.01, -1.12, -0.99, -1.09, -1.13, -1.13, -1.02, -0.46, -0.81, -0.34, -0.20, -0.28, -0.42, -0.27, -0.34, -0.25, -0.18, 0.20, -0.24, -0.27, -0.27, -0.34, 0.28, 0.20, 0.22, 0.28, 0.31, 0.23, 0.44, 0.27, 0.26, 0.20, 0.30, 0.42, 0.23, 0.24, 0.37, 0.21, 0.20, 0.21, 0.20],
  "multiplicity": 1,
  "e_above_lowest_kj_mol": 65.42,
  "e_homo_ev": -4.8,
  "max_force_ha_per_bohr": 0.054,
  "e_tot_ha": -2103.00451,
  "gap_ev": 6.60,
  "charge": -1
}

[2]
{
  "formula": "C35H45AsN5Pd",
  "method": "ωB97M-V with the def2-TZVPD basis set",
  "elements": ["Pd", "As", "N", "N", "N", "N", "N", "C", "C", "C", "C", "C", "C", "C", "C", "C", "C", "C", "C", "C", "C", "C", "C", "C", "C", "C", "C", "C", "C", "C", "C", "C", "C", "C", "C", "C", "C", "C", "C", "C", "C", "C", "H", "H", "H", "H", "H", "H", "H", "H", "H", "H", "H", "H", "H", "H", "H", "H", "H", "H", "H", "H", "H", "H", "H", "H", "H", "H", "H", "H", "H", "H", "H", "H", "H", "H", "H", "H", "H", "H", "H", "H", "H", "H", "H", "H", "H"],
  "positions_angstrom": [[0.497, 0.463, 1.492], [-0.417, -1.315, -0.480], [0.800, 0.266, 3.659], [0.237, 0.380, -0.463], [0.286, 2.803, 2.518], [2.334, -1.305, 1.821], [2.832, 1.506, 2.004], [0.598, 1.331, 4.438], [-0.220, 2.452, 3.850], [-2.372, -1.713, 1.982], [-0.173, 3.814, -1.689], [-5.064, -0.127, -0.140], [-2.330, 0.460, -2.668], [-2.324, -0.737, -0.392], [0.637, -3.000, -4.862], [0.283, 1.453, -1.309], [1.585, 3.509, 2.514], [-1.010, -2.703, -3.096], [-2.993, -0.042, -1.411], [-6.540, 0.143, -0.054], [1.597, -2.448, -4.020], [1.276, -1.991, -2.751], [-0.650, -3.143, -4.367], [1.609, -0.711, 4.080], [-3.023, -1.052, 0.793], [0.814, 1.381, -2.613], [0.394, 3.730, -2.957], [2.397, -1.490, -1.870], [0.875, 2.507, -3.410], [3.695, -0.749, 1.796], [1.959, 0.402, 6.166], [2.207, -0.676, 5.330], [-4.375, -0.747, 0.892], [-0.057, -2.044, -2.311], [-4.345, 0.246, -1.264], [1.013, -3.484, -6.233], [-0.227, 2.698, -0.881], [1.880, -1.834, 3.109], [3.716, 0.668, 1.211], [1.153, 1.430, 5.705], [-2.405, -3.021, -2.618], [2.581, 2.864, 1.548], [-2.479, -3.002, -1.534], [-0.404, 3.384, 2.065], [1.302, 2.430, -4.402], [3.492, 3.477, 1.508], [-3.093, -1.843, 2.788], [-0.729, 2.712, 0.075], [2.515, -0.405, -1.924], [-0.209, 3.304, 4.539], [-1.391, -0.041, -2.877], [0.148, -3.878, -6.763], [-2.990, 0.331, -3.527], [2.626, -2.392, -4.361], [-4.910, -1.018, 1.796], [2.245, -2.036, 1.131], [-6.734, 1.217, -0.012], [-1.554, -1.094, 2.358], [2.599, -2.530, 3.556], [-2.689, -4.017, -2.959], [-3.138, -2.318, -3.018], [-1.398, -3.638, -4.977], [1.456, 4.560, 2.252], [4.089, -0.705, 2.816], [1.159, 0.427, -2.990], [-2.132, 1.530, -2.574], [1.761, -4.276, -6.168], [-7.049, -0.246, -0.936], [1.444, -2.674, -6.824], [3.184, 1.542, 2.957], [-4.855, 0.769, -2.067], [-1.960, -2.691, 1.729], [3.345, 0.648, 0.183], [2.152, 2.824, 0.545], [2.204, -1.750, -0.830], [-1.253, 2.117, 3.734], [0.443, 4.603, -3.593], [2.408, 0.449, 7.149], [4.364, -1.381, 1.210], [2.857, -1.483, 5.637], [4.752, 1.030, 1.198], [2.016, 3.472, 3.519], [-0.589, 4.753, -1.347], [3.341, -1.941, -2.175], [0.947, -2.372, 2.927], [0.956, 2.301, 6.314], [-6.978, -0.321, 0.828]],
  "forces_ev_per_angstrom": [[0.504, -0.494, 0.277], [-0.877, 0.316, -0.312], [0.067, 0.215, -0.466], [0.250, -0.036, 0.842], [-0.028, -0.099, -0.134], [-0.143, 0.031, -0.040], [0.138, 0.166, -0.093], [-0.093, 0.182, 0.119], [0.035, -0.049, -0.058], [0.003, -0.014, -0.120], [0.102, 0.148, -0.136], [-0.015, 0.025, 0.001], [-0.083, -0.043, -0.002], [-0.046, -0.456, 0.057], [-0.015, 0.014, 0.046], [0.127, 0.822, -0.425], [0.133, -0.172, -0.239], [-0.159, 0.026, 0.234], [0.096, 0.055, -0.021], [0.050, 0.029, -0.002], [-0.061, -0.001, -0.045], [0.099, 0.055, 0.104], [0.109, -0.006, -0.040], [0.093, -0.227, 0.009], [0.098, -0.074, -0.215], [0.055, -0.107, 0.356], [-0.014, 0.014, 0.023], [0.007, 0.006, -0.111], [-0.080, 0.088, -0.076], [-0.060, 0.285, -0.121], [-0.008, -0.021, -0.064], [-0.106, 0.026, 0.063], [-0.051, 0.055, -0.011], [0.184, -0.018, 0.302], [0.015, -0.015, 0.037], [-0.007, -0.013, 0.046], [0.042, -0.510, -0.104], [0.007, 0.090, -0.035], [-0.051, -0.156, 0.081], [-0.036, -0.115, 0.021], [0.060, 0.026, -0.054], [-0.026, 0.024, 0.141], [-0.091, -0.032, 0.005], [-0.056, -0.024, -0.087], [-0.029, 0.002, -0.015], [-0.040, 0.025, -0.017], [0.006, -0.016, -0.029], [-0.034, 0.086, 0.085], [0.032, -0.112, 0.112], [-0.031, -0.018, 0.002], [-0.012, 0.020, -0.072], [0.010, 0.014, -0.025], [-0.003, -0.052, 0.000], [0.013, 0.006, 0.047], [0.016, -0.012, 0.006], [-0.094, -0.011, -0.056], [-0.031, -0.008, 0.019], [0.089, -0.053, 0.103], [-0.034, -0.008, 0.016], [0.013, -0.004, -0.009], [-0.012, 0.038, 0.051], [-0.015, 0.003, 0.023], [-0.034, 0.000, 0.048], [0.022, -0.065, -0.002], [-0.084, 0.186, -0.060], [0.037, -0.036, -0.037], [0.002, 0.001, -0.024], [-0.031, 0.004, 0.015], [-0.015, -0.010, -0.026], [-0.044, -0.038, 0.032], [0.009, -0.020, -0.023], [0.057, -0.005, 0.044], [-0.004, 0.024, -0.004], [0.031, 0.025, -0.039], [0.097, 0.024, 0.016], [-0.002, 0.022, 0.026], [-0.004, 0.006, 0.009], [0.003, 0.012, -0.004], [0.002, -0.051, 0.071], [0.000, -0.002, -0.013], [-0.018, -0.006, -0.066], [-0.048, 0.068, 0.033], [-0.002, -0.007, 0.004], [0.002, -0.047, 0.015], [0.012, -0.034, 0.009], [0.013, 0.017, -0.023], [-0.012, 0.018, 0.006]],
  "lowdin_charge": [0.84, 1.32, 0.06, -0.34, -0.08, -0.09, -0.10, -0.27, -0.15, -0.10, -0.09, -0.26, -0.04, -0.29, -0.26, -0.40, -0.17, -0.27, -0.27, -0.04, -0.01, -0.30, -0.01, -0.26, -0.30, -0.05, -0.08, -0.08, -0.07, -0.18, -0.02, 0.00, -0.02, -0.28, -0.01, -0.04, -0.07, -0.15, -0.20, 0.00, -0.04, -0.20, 0.06, 0.10, 0.11, 0.13, 0.08, 0.08, 0.06, 0.13, 0.04, 0.08, 0.09, 0.12, 0.11, 0.07, 0.09, 0.02, 0.13, 0.09, 0.09, 0.12, 0.13, 0.12, 0.08, 0.09, 0.09, 0.08, 0.09, 0.12, 0.13, 0.07, 0.11, 0.10, 0.02, 0.13, 0.10, 0.12, 0.12, 0.12, 0.13, 0.12, 0.11, 0.09, 0.12, 0.12, 0.08],
  "multiplicity": 1,
  "e_above_lowest_kj_mol": 0.00,
  "e_homo_ev": [-9.8, -9.7],
  "max_force_ha_per_bohr": 0.019,
  "e_tot_ha": -3997.90786,
  "gap_ev": [6.35, 5.77],
  "charge": 1
}